[1]
Molecular formula: C15H29FN5O7
Method: DFT, wB97M-V/def2-TZVPD

Charge = +1
HOMO level = -12.36 eV

Geometry as XYZ:
```
57
C15H29FN5O7 wB97M-V/def2-TZVPD
C -0.2377 1.0480 -4.7526
C -1.4810 0.3461 -3.9991
C -1.0858 -0.9736 -3.1842
F -0.0641 -1.7420 -3.8616
N -0.7588 -0.7247 -1.7554
C -1.7239 -0.9367 -0.7036
N -3.0264 -1.3311 -0.7736
N -1.1591 -0.6607 0.5888
C 0.2037 -0.2614 0.2413
N 1.0281 0.1082 1.3609
C 0.7150 1.4395 1.9548
C 2.4611 -0.1681 1.2100
C 3.4889 0.9445 0.6370
O 2.9599 -1.2810 1.4902
N 0.3830 -0.2909 -1.1706
C 1.6275 0.0937 -1.8928
H 0.2747 1.7321 -3.9956
H -0.6760 1.6896 -5.5825
H 0.4696 0.3009 -5.2407
H -2.3649 0.1583 -4.7064
H -1.8678 1.0968 -3.2124
H -2.0092 -1.6569 -3.1788
H -3.7279 -0.5751 -0.6934
H -3.3539 -2.2773 -0.9796
H 1.6221 1.9187 2.4706
H -0.0443 1.2495 2.8023
H 0.1878 2.1691 1.2434
H 4.1171 1.4220 1.4578
H 4.1425 0.4724 -0.1823
H 2.9338 1.8079 0.1203
H 1.8241 1.1949 -1.6947
H 1.5790 -0.0631 -3.0181
H 2.4685 -0.5699 -1.4701
C 3.4651 -3.9063 1.8658
O 2.9475 -5.2377 1.8854
C 2.2529 -5.5409 2.9930
O 2.0469 -4.8028 3.9245
O 1.8274 -6.8095 2.8828
C 1.0682 -7.2711 3.9992
H 4.0063 -3.7721 0.9284
H 2.6578 -3.1819 1.9040
H 4.1626 -3.7526 2.6923
H 0.1613 -6.6750 4.1217
H 1.6701 -7.2497 4.9099
H 0.7787 -8.3032 3.8008
C -2.4250 7.3157 0.5685
O -2.3897 6.1127 -0.2011
C -2.9965 5.0692 0.3819
O -3.5416 5.0747 1.4557
O -2.8901 4.0111 -0.4431
C -3.4967 2.8221 0.0543
H -1.9064 8.0886 0.0011
H -3.4550 7.6387 0.7314
H -1.9076 7.1796 1.5203
H -4.5696 2.9664 0.1973
H -3.0213 2.5078 0.9864
H -3.3509 2.0364 -0.6896
```

***

[2]
Molecular formula: C15H29FNO2
Method: DFT, wB97M-V/def2-TZVPD

⟨S²⟩ = 0.75
Charge = 0
Multiplicity = 2
HOMO level (alpha / beta) = -7.77 / -9.29 eV

Geometry as XYZ:
```
48
C15H29FNO2 wB97M-V/def2-TZVPD
C -2.4524 3.6545 -1.9101
C -1.9646 2.3149 -2.4485
C -1.6922 1.3043 -1.3370
C -1.0924 -0.0120 -1.8410
O 0.2429 -0.2050 -1.3812
C 0.5877 -1.2689 -0.4849
C 0.8671 -2.5610 -1.2853
C -0.2157 -3.1183 -2.1768
F -1.3669 -3.4496 -1.4412
C -0.4109 -1.5136 0.6579
C -0.2994 -0.5818 1.8895
C 0.3216 -1.3349 3.0756
C -1.6723 -0.0699 2.3086
N 0.5443 0.5984 1.5727
O 0.3864 1.6270 2.3081
C 1.8759 0.4712 0.9244
C 2.9717 0.4747 1.9956
C 2.0666 1.7002 0.0355
C 1.9187 -0.8406 0.1267
H -3.2499 3.5134 -1.1763
H -1.6431 4.1935 -1.4131
H -2.8417 4.2911 -2.7058
H -2.7016 1.9004 -3.1444
H -1.0433 2.4533 -3.0245
H -2.6239 1.1125 -0.7968
H -0.9940 1.7385 -0.6151
H -1.0282 0.0110 -2.9346
H -1.7288 -0.8561 -1.5748
H 1.1911 -3.3404 -0.5883
H 1.7141 -2.3489 -1.9479
H 0.1296 -4.0347 -2.6606
H -0.5181 -2.4120 -2.9496
H -0.2298 -2.5351 1.0017
H -1.4334 -1.5143 0.2816
H 0.5027 -0.6450 3.9010
H 1.2613 -1.8183 2.8063
H -0.3706 -2.1118 3.4086
H -2.3558 -0.9184 2.3903
H -1.6233 0.4366 3.2700
H -2.0650 0.6311 1.5755
H 2.9382 -0.4149 2.6242
H 3.9486 0.5093 1.5077
H 2.8622 1.3565 2.6265
H 1.2412 1.8058 -0.6634
H 2.9930 1.5969 -0.5337
H 2.1309 2.5962 0.6519
H 2.2656 -1.6568 0.7681
H 2.6558 -0.7287 -0.6731
```

***

[3]
Molecular formula: C15H29InOS
Method: DFT, wB97M-V/def2-TZVPD

Charge = +2
HOMO level (alpha / beta) = -15.30 / -15.07 eV

Geometry as XYZ:
```
47
C15H29InOS wB97M-V/def2-TZVPD
C -1.8765 -1.9053 -0.6953
H -1.9035 -2.9345 -1.0143
H -2.7739 -1.4336 -0.4109
H -1.7731 -2.2937 0.3581
C -1.4688 -1.0625 -2.0274
H -1.2394 -0.0087 -1.8252
H -0.5802 -1.4946 -2.5080
C -2.6559 -1.1827 -3.0039
H -2.4325 -0.6492 -3.9309
H -2.7976 -2.2345 -3.3013
H -3.5883 -0.7752 -2.5927
C 0.8294 1.4988 1.2327
C -0.0117 1.9087 0.1496
C -1.3434 1.5027 0.4485
C -1.3379 0.8012 1.6828
C 0.0234 0.7732 2.1599
C 0.4911 0.2045 3.4723
C -2.5201 0.2400 2.3940
C -2.5590 1.8000 -0.3402
C 0.4514 2.6832 -1.0187
C 2.2502 1.9059 1.4283
In 0.4107 -1.6974 0.8676
H -2.2417 -0.5698 3.0972
H -2.9908 1.0300 3.0105
H -3.2758 -0.0866 1.6528
H -0.1819 -0.6247 3.7952
H 1.5550 -0.1343 3.3991
H 0.4469 0.9843 4.2714
H 2.8525 1.6815 0.5202
H 2.2650 3.0059 1.5936
H 2.6879 1.4498 2.3453
H -0.4024 2.9373 -1.6619
H 0.8699 3.6395 -0.6733
H 1.2516 2.1582 -1.5718
H -3.1449 0.8923 -0.5539
H -3.2420 2.4628 0.2199
H -2.2993 2.3234 -1.2733
C 2.9600 -2.3237 -2.1795
S 2.3781 -1.1752 -0.9343
C 3.6081 -1.4622 0.3381
O 2.6274 0.2338 -1.3332
H 2.8653 -3.3247 -1.7268
H 3.9885 -2.0544 -2.4322
H 2.3618 -2.2201 -3.0870
H 4.5603 -1.1634 -0.1170
H 3.3862 -0.7849 1.1708
H 3.5198 -2.5215 0.6053
```

***

[4]
Molecular formula: C15H29N3O3
Method: DFT, wB97M-V/def2-TZVPD

Charge = 0
Energy relative to the best compared isomer or geometry (same formula, charge and spin) = 87.0 kcal/mol
SMILES string = NCCCCCC(=O)N1CCC[C@@H](CNCCC(=O)O)C1
HOMO level = -8.25 eV

Geometry as XYZ:
```
50
C15H29N3O3 wB97M-V/def2-TZVPD
O -2.1676 -4.5104 -2.7783
O 0.0129 -0.1692 -1.8552
O -0.3704 -4.1543 -4.0075
C -1.0488 -4.1119 -2.8449
C 0.3196 0.3706 -0.7875
N -4.1592 6.2232 0.9588
N 1.4795 -4.1182 0.0734
N 1.6413 0.2117 -0.2614
C -0.3956 -3.7181 -1.5579
C -0.9280 0.7966 -0.0596
C 0.6789 -4.7045 -0.9909
C -3.5485 4.9431 1.3074
C 2.0466 0.9014 0.9030
C 1.3906 -2.7333 0.6311
C 2.4113 -0.8716 -0.7491
C -1.1578 2.2587 -0.3629
C -2.7567 4.2924 0.2047
C 2.5753 0.0214 2.0682
C -2.0082 2.9650 0.6772
C 3.3249 -1.1879 1.5681
C 2.6958 -1.8781 0.2996
H -1.1204 -4.3995 -4.5957
H -4.7760 6.5655 1.7088
H -3.3799 6.8728 0.7524
H 2.4377 -4.4722 0.0677
H -1.1372 -3.4533 -0.8224
H 0.1147 -2.8404 -1.9256
H -0.7437 0.6676 0.9508
H -1.7643 0.2294 -0.2633
H 1.4228 -5.0253 -1.8473
H 0.2188 -5.5726 -0.5269
H -3.1036 5.0405 2.2369
H -4.4639 4.3916 1.4226
H 1.2821 1.5424 1.2927
H 2.8947 1.5928 0.5715
H 0.4985 -2.1645 0.4341
H 1.4697 -2.8992 1.7222
H 1.9346 -1.3609 -1.5472
H 3.4133 -0.4519 -1.1154
H -1.6597 2.3607 -1.2982
H -0.2044 2.8420 -0.4561
H -2.0751 5.0200 -0.1822
H -3.3806 4.0957 -0.6839
H 1.7524 -0.3927 2.7291
H 3.1257 0.6470 2.8151
H -2.6844 2.2715 0.9734
H -1.3480 3.1752 1.5143
H 4.3329 -0.7795 1.3868
H 3.4152 -1.9031 2.3966
H 3.4920 -2.4256 -0.1473
```

***

Number 1: F_max 0.128 Eh/bohr. Number 2: F_max 0.005 Eh/bohr. Number 3: F_max 0.045 Eh/bohr. Number 4: F_max 0.089 Eh/bohr.